{
  "formula": "C46H125N7O13",
  "method": "ωB97M-V/def2-TZVPD",
  "symbols": ["C", "C", "C", "O", "C", "N", "H", "H", "H", "H", "H", "H", "H", "H", "H", "H", "H", "C", "C", "C", "O", "C", "N", "H", "H", "H", "H", "H", "H", "H", "H", "H", "H", "H", "C", "C", "C", "O", "C", "N", "H", "H", "H", "H", "H", "H", "H", "H", "H", "H", "H", "C", "C", "C", "O", "C", "N", "H", "H", "H", "H", "H", "H", "H", "H", "H", "H", "H", "C", "C", "C", "O", "C", "N", "H", "H", "H", "H", "H", "H", "H", "H", "H", "H", "H", "C", "C", "C", "O", "C", "N", "H", "H", "H", "H", "H", "H", "H", "H", "H", "H", "H", "C", "C", "C", "O", "C", "N", "H", "H", "H", "H", "H", "H", "H", "H", "H", "H", "H", "C", "C", "C", "O", "H", "H", "H", "H", "H", "H", "H", "H", "C", "C", "C", "O", "H", "H", "H", "H", "H", "H", "H", "H", "C", "C", "C", "O", "H", "H", "H", "H", "H", "H", "H", "H", "C", "C", "C", "O", "H", "H", "H", "H", "H", "H", "H", "H", "C", "C", "C", "O", "H", "H", "H", "H", "H", "H", "H", "H", "C", "C", "C", "O", "H", "H", "H", "H", "H", "H", "H", "H"],
  "positions_angstrom": [[5.187110, -3.225050, 4.991945], [4.640728, -1.802268, 5.314051], [4.171437, -1.653007, 6.786227], [3.869398, -0.318464, 7.055985], [3.563153, -0.182017, 8.427893], [5.594570, -0.758210, 5.018562], [5.671226, -3.133946, 4.033402], [4.378314, -3.982435, 4.935650], [5.829714, -3.486823, 5.772741], [3.752273, -1.719491, 4.701021], [4.980035, -2.002381, 7.481107], [3.303566, -2.260398, 7.033502], [4.332746, -0.521538, 9.092519], [2.716841, -0.809721, 8.682320], [3.230170, 0.837610, 8.680136], [6.550605, -1.049163, 5.155890], [5.347214, 0.102058, 5.434692], [1.132193, 2.806311, -6.150837], [0.818811, 1.357965, -5.973404], [1.758068, 0.824048, -4.926905], [1.942900, -0.586945, -4.927735], [3.146637, -1.028735, -4.284603], [-0.554581, 1.093425, -5.517985], [0.933884, 3.285544, -5.182136], [0.328316, 3.263175, -6.721487], [2.051043, 3.137290, -6.605677], [0.908364, 0.783876, -6.903785], [1.343876, 1.125419, -3.964763], [2.722175, 1.371135, -5.003434], [3.161182, -0.751528, -3.178825], [4.008224, -0.603239, -4.800258], [3.076065, -2.129083, -4.295830], [-0.713546, 1.417091, -4.553677], [-1.200922, 1.607542, -6.091996], [-0.111355, -6.130550, 1.620869], [-1.169613, -5.036403, 1.598901], [-2.516637, -5.702571, 1.963291], [-2.790848, -6.804641, 1.141456], [-3.851724, -7.583540, 1.568491], [-0.927763, -3.968427, 2.620953], [0.806837, -5.617715, 1.516581], [-0.239915, -6.868106, 0.802466], [-0.067991, -6.632832, 2.604300], [-1.185011, -4.598325, 0.539150], [-3.344846, -5.009150, 1.959083], [-2.371820, -6.099487, 3.041999], [-3.916107, -8.312237, 0.771952], [-4.751912, -6.998317, 1.661389], [-3.614641, -8.014442, 2.596501], [-0.858229, -4.457068, 3.626007], [-0.049689, -3.465331, 2.447799], [-2.872863, 4.806669, -2.440729], [-3.345346, 6.038663, -3.224267], [-4.578790, 5.679372, -4.091510], [-4.876106, 6.576814, -5.114409], [-5.416632, 7.823069, -4.766103], [-3.723624, 7.167569, -2.318008], [-3.606402, 4.315975, -1.794762], [-1.976062, 5.033429, -1.900208], [-2.570880, 4.069560, -3.158612], [-2.579516, 6.386281, -3.946631], [-5.419292, 5.483082, -3.454276], [-4.292342, 4.732747, -4.579026], [-6.345539, 7.723989, -4.227381], [-5.646520, 8.328242, -5.664243], [-4.675635, 8.409352, -4.103657], [-2.784215, 7.528705, -2.077235], [-4.027992, 6.858165, -1.418504], [-1.421905, 2.727877, 0.647680], [-1.954043, 2.751331, 2.103625], [-1.239085, 1.736336, 3.011767], [-1.484888, 0.359102, 2.779772], [-0.684991, -0.488911, 3.588638], [-1.791976, 4.111323, 2.613401], [-1.898414, 1.954136, 0.031851], [-0.306977, 2.549361, 0.748885], [-1.522245, 3.737574, 0.137629], [-3.022222, 2.468972, 2.032399], [-1.568821, 2.045495, 4.069215], [-0.163689, 1.910799, 2.942491], [-1.037977, -1.564133, 3.304508], [-0.966055, -0.353803, 4.671484], [0.395251, -0.294931, 3.366154], [-1.555740, 4.769835, 1.903791], [-2.589957, 4.440695, 3.158312], [-6.527311, 2.432030, 0.985822], [-5.558759, 2.489084, -0.212634], [-5.007661, 1.126713, -0.642984], [-4.112743, 1.381404, -1.755558], [-3.776195, 0.248619, -2.535432], [-6.314867, 3.039044, -1.332809], [-5.982456, 1.954697, 1.785444], [-7.426832, 1.780055, 0.716126], [-6.835941, 3.407749, 1.309885], [-4.746368, 3.157611, -0.056700], [-5.869699, 0.461947, -0.964736], [-4.475294, 0.618496, 0.127306], [-2.961638, 0.553200, -3.226332], [-4.651366, -0.049674, -3.074614], [-3.388430, -0.651086, -2.033754], [-5.755309, 3.190715, -2.145115], [-7.050444, 2.408232, -1.590901], [0.182795, -0.670762, -1.534499], [0.045888, -1.718877, -0.474168], [1.389124, -1.785889, 0.300778], [1.393636, -2.797971, 1.300413], [2.588261, -2.507750, 2.096846], [-1.207799, -1.482262, 0.348659], [1.088889, -0.988634, -2.033379], [0.382232, 0.259786, -1.044888], [-0.671110, -0.578030, -2.174223], [-0.065574, -2.637114, -0.988051], [1.465327, -0.775983, 0.850611], [2.262876, -1.933121, -0.324907], [3.487946, -2.532668, 1.499834], [2.640483, -3.322716, 2.874356], [2.442707, -1.516199, 2.595291], [-1.032116, -0.673624, 0.899728], [-1.278729, -2.210736, 1.046829], [1.944817, -4.569182, -1.803859], [2.655375, -5.230066, -2.968441], [3.208281, -6.642039, -2.609802], [1.911574, -5.403363, -4.132241], [1.634508, -3.568349, -2.156346], [2.693025, -4.473505, -0.931636], [1.059067, -5.100023, -1.523842], [3.516111, -4.569308, -3.193869], [3.954668, -6.980560, -3.303564], [2.386806, -7.354247, -2.722848], [3.523775, -6.761695, -1.568304], [1.408728, -4.560779, -4.294483], [-5.021568, -1.751490, 1.323879], [-4.641503, -1.777935, 2.831840], [-5.749258, -1.671409, 3.839539], [-3.956585, -3.014511, 3.152403], [-5.703055, -0.912297, 1.201674], [-5.598682, -2.639433, 1.059322], [-4.108259, -1.787852, 0.755792], [-3.858149, -0.861078, 3.045032], [-6.396968, -2.506121, 3.697330], [-6.363459, -0.804835, 3.547407], [-5.375350, -1.627060, 4.865284], [-2.945279, -2.977447, 3.073623], [5.530864, 0.753684, -0.294440], [6.050063, 0.245394, 1.029368], [7.104019, 1.150008, 1.606012], [4.888318, 0.230741, 1.967029], [5.019484, 0.030725, -0.904691], [6.384773, 1.087962, -0.854677], [4.822528, 1.570792, -0.168861], [6.438660, -0.774302, 1.047112], [8.081905, 0.985261, 0.972102], [7.404106, 0.851491, 2.606176], [6.818485, 2.182876, 1.527944], [5.268142, -0.146199, 2.735424], [2.141300, 3.518031, -2.287730], [2.768577, 4.131063, -1.013509], [2.265270, 5.532295, -0.752070], [2.449985, 3.234571, 0.023407], [0.981931, 3.602538, -2.275878], [2.482067, 2.512300, -2.261243], [2.498756, 3.977842, -3.212238], [3.850797, 4.078526, -1.114215], [2.431123, 6.231046, -1.567683], [2.691873, 5.886767, 0.219929], [1.206686, 5.613270, -0.595633], [3.159796, 3.158880, 0.721029], [-0.781426, -2.805954, -6.836663], [-1.029310, -2.713955, -5.319234], [-1.890771, -3.824451, -4.666529], [0.274831, -2.814257, -4.707669], [-1.641171, -3.066965, -7.397200], [-0.265857, -3.783162, -7.052415], [-0.207339, -1.978048, -7.295333], [-1.536274, -1.771779, -5.213835], [-2.779415, -4.013837, -5.287467], [-2.141805, -3.525166, -3.653014], [-1.242232, -4.720842, -4.567666], [0.764597, -1.951684, -4.824985], [2.897689, 1.933327, 4.285234], [2.803322, 2.924304, 3.177367], [2.718830, 4.322590, 3.694876], [3.973101, 2.910562, 2.346818], [3.931675, 1.716112, 4.488389], [2.380525, 0.924446, 4.079499], [2.362506, 2.184834, 5.181754], [1.935687, 2.664176, 2.544017], [1.845891, 4.437343, 4.295478], [2.787935, 5.068456, 2.867971], [3.579983, 4.566524, 4.289306], [4.198345, 2.008512, 2.214970]],
  "forces_ev_per_a": [[-1.84, 1.37, -0.26], [-0.68, -0.78, 1.04], [0.97, -1.00, -0.08], [0.07, 0.65, 0.45], [-1.29, 0.51, -0.03], [0.27, -1.22, -1.74], [0.38, -0.34, -0.29], [0.41, 0.55, 0.01], [1.42, -0.72, 0.97], [-0.28, 0.59, -0.33], [-0.23, 0.22, -0.47], [-0.31, -0.37, -0.25], [0.98, 0.07, 0.20], [-0.49, -0.34, -0.06], [0.55, -0.23, -0.41], [0.01, 0.25, 0.33], [0.05, 0.85, 0.68], [-1.75, 1.39, 0.33], [-0.21, -1.41, -0.07], [0.91, 0.01, 0.56], [0.34, 0.28, -0.13], [-1.12, 0.02, 1.18], [0.00, 0.16, 0.51], [0.72, 0.07, 0.09], [-0.10, 0.01, -0.56], [0.55, -0.33, 0.09], [0.33, 0.17, 0.04], [-0.01, 0.04, 0.38], [-0.17, -0.60, -0.12], [0.01, 0.02, -1.24], [0.15, -0.28, 0.08], [0.46, 0.43, -0.30], [0.29, -0.10, -0.52], [-0.35, 0.06, -0.25], [-0.36, -0.33, -0.02], [-0.57, -0.28, -0.26], [0.69, -0.37, 1.33], [1.15, 0.85, -0.57], [0.67, -0.44, 1.06], [-0.26, -1.52, 2.10], [1.38, 0.30, -0.36], [0.04, 0.42, 0.59], [-0.28, 0.03, -0.38], [-0.17, -0.25, 1.54], [-0.28, 0.35, 0.08], [-0.31, 0.63, -1.16], [-0.53, -0.59, 0.31], [-0.64, 0.19, -0.03], [-0.38, 0.07, -1.15], [-0.09, 1.37, -2.94], [-0.29, -0.50, -0.05], [-0.05, 0.21, -0.92], [-1.72, -0.02, 0.38], [1.59, -0.61, 0.01], [0.15, -0.26, -0.68], [1.55, 0.57, 1.97], [2.46, 0.52, -0.71], [-0.09, 0.43, -0.02], [0.42, 0.24, 0.65], [0.16, -0.72, -0.44], [-0.20, -0.07, 0.60], [-0.76, -0.01, 0.54], [-0.39, 0.23, -0.11], [-0.44, -0.19, 0.52], [0.02, 0.62, -1.07], [-1.30, -0.67, -1.15], [-0.74, 0.43, -0.02], [-0.64, -0.75, 0.47], [1.41, 0.45, 0.27], [-0.78, -0.28, -1.66], [-0.33, 0.87, 1.76], [-0.34, 0.67, -0.35], [-1.18, -1.28, -0.11], [-0.26, -0.61, 1.32], [0.26, 0.17, 0.14], [-1.05, 0.07, -0.59], [-0.16, -1.24, 0.56], [0.23, 0.07, 0.33], [0.53, -0.67, -1.07], [0.23, 0.19, 0.04], [1.07, 1.82, 0.47], [0.66, 0.05, -0.82], [-0.67, -0.39, 0.44], [-0.01, 0.28, -0.37], [0.44, -0.15, -0.30], [0.22, -1.61, -0.95], [-1.68, -0.71, -1.04], [-0.38, 0.07, -1.17], [-0.14, -0.29, 0.96], [0.83, 0.20, -0.19], [-0.36, 0.90, 0.39], [-0.08, -0.28, 0.62], [1.10, 0.94, 0.41], [-0.24, 0.43, -0.08], [0.84, 0.53, 0.52], [0.78, 0.60, 0.20], [0.56, -0.43, 0.70], [-0.66, -0.02, 0.23], [-0.55, -0.33, -0.71], [-0.13, 0.43, 0.63], [0.51, -0.07, -0.45], [-0.40, -0.26, -0.12], [0.79, -0.29, 0.65], [-0.77, 0.08, 1.21], [-1.69, 1.53, 1.17], [1.61, 0.76, 0.33], [-1.77, -1.08, 1.29], [1.62, -0.92, -1.12], [0.10, 0.39, -0.93], [0.10, 0.97, 0.13], [-0.36, -0.15, -0.44], [-0.37, -1.27, -0.34], [0.21, -1.04, -0.83], [0.08, 0.15, -0.45], [0.24, 0.16, -0.29], [0.02, 0.85, -0.71], [0.38, -0.69, -0.40], [-0.09, 1.15, 0.48], [-0.13, -0.39, 0.03], [1.21, 0.84, 0.21], [1.85, -0.90, 0.74], [-1.19, 0.28, 0.26], [-1.38, 1.24, -0.46], [0.09, -0.21, 0.41], [-1.34, -0.08, -1.20], [-0.51, -0.46, 0.44], [0.01, -0.19, 0.03], [0.58, 0.06, -0.22], [-0.18, 0.10, -0.03], [0.30, 0.36, -0.22], [0.40, -0.89, -0.08], [-0.64, -0.55, 1.98], [3.19, 1.19, 0.29], [-0.37, 0.94, -0.94], [1.62, 0.19, -0.15], [0.39, 0.31, -0.58], [-0.01, -0.18, 0.20], [0.20, 0.57, -0.50], [-1.81, -1.98, -0.67], [-0.50, -0.92, 0.21], [0.18, 0.05, 0.59], [-0.14, 0.10, -0.25], [-1.97, 0.15, -0.18], [0.16, -0.20, 0.03], [-1.54, 0.19, 1.28], [2.49, -0.86, -1.58], [0.41, 0.48, -2.20], [-0.21, -0.63, -0.04], [0.31, 0.36, -0.48], [0.16, 0.20, 0.26], [-0.08, -0.09, -0.58], [-1.73, 0.51, 1.01], [-0.26, 0.17, 0.26], [-0.08, 0.51, 0.24], [0.25, -0.66, 1.98], [-1.28, 1.21, 0.42], [-0.62, -0.48, -0.91], [0.67, 0.57, 1.30], [0.06, -0.48, 1.25], [1.92, -0.34, 0.13], [-0.17, -1.13, -0.29], [0.00, 0.16, 0.12], [0.28, 0.54, -0.33], [0.63, 0.05, -0.04], [-0.02, 0.09, -0.92], [-0.81, -0.65, 0.07], [-0.72, 0.48, -0.74], [1.00, -2.21, 0.08], [0.62, -0.90, -0.94], [1.15, 0.13, -0.89], [0.03, 1.40, 0.44], [-1.53, 0.74, -0.57], [0.43, 0.94, 0.47], [-0.43, -0.36, 0.51], [0.15, 0.80, 0.85], [0.22, -0.11, 0.44], [-0.27, 0.09, 0.02], [-0.60, 0.28, -0.29], [-0.66, -0.91, 0.05], [-1.01, -2.77, 0.04], [-0.32, 0.32, -0.83], [0.35, 0.98, -1.08], [-0.47, 1.17, 0.05], [0.43, -0.01, 0.41], [0.98, 1.23, -0.31], [0.04, 0.76, 0.54], [0.14, 0.39, 0.16], [-0.78, 0.39, 0.28], [-0.57, -0.57, 0.44], [0.52, -0.21, 0.57], [0.72, -1.84, -0.30]],
  "orbital_gap_ev": 9.2295,
  "homo_ev": -8.9,
  "relative_energy_ev": 1.561
}